Formula: C23H26FeN6
Source: the Open Molecules 2025 dataset
Level of theory: wB97M-V/def2-TZVPD

```
! RIJCOSX wB97M-V def2-TZVPD def2/J DEFGRID3
* xyz 3 6
Fe 0.329 -0.123 -0.593
C -2.175 -1.046 1.391
C -1.018 -1.647 2.188
C -0.243 -2.642 1.384
C -0.221 -3.998 1.682
C 0.585 -4.843 0.935
C 1.346 -4.328 -0.106
C 1.231 -2.981 -0.384
N 0.456 -2.167 0.347
N -1.816 0.145 0.604
C -2.854 0.414 -0.415
C -2.537 -0.096 -1.789
C -3.557 -0.312 -2.704
C -3.238 -0.680 -4.002
C -1.903 -0.818 -4.362
C -0.942 -0.597 -3.398
N -1.253 -0.245 -2.139
C -1.646 1.340 1.449
C -1.051 2.445 0.628
C -1.444 3.770 0.721
C -0.880 4.697 -0.147
C 0.067 4.286 -1.074
C 0.442 2.954 -1.075
N -0.110 2.065 -0.243
H -2.979 -0.789 2.089
H -2.559 -1.797 0.699
H -1.419 -2.132 3.076
H -0.329 -0.867 2.523
H -0.821 -4.378 2.497
H 0.618 -5.902 1.156
H 2.004 -4.952 -0.692
H 1.767 -2.530 -1.214
H -2.988 1.494 -0.509
H -3.816 0.013 -0.086
H -4.588 -0.196 -2.398
H -4.022 -0.852 -4.727
H -1.615 -1.091 -5.367
H 0.113 -0.686 -3.632
H -0.985 1.111 2.287
H -2.608 1.654 1.867
H -2.180 4.072 1.455
H -1.180 5.736 -0.104
H 0.513 4.975 -1.777
H 1.207 2.584 -1.748
C 4.761 1.443 2.647
N 4.053 0.868 1.514
C 4.596 0.108 0.517
C 3.573 -0.216 -0.327
N 2.411 0.342 0.149
C 2.747 0.996 1.259
H 5.617 0.825 2.904
H 4.095 1.510 3.504
H 5.120 2.446 2.415
H 5.640 -0.147 0.477
H 3.615 -0.805 -1.226
H 2.073 1.572 1.871
*
```

Values from the calculation:
⟨S²⟩ = 8.762
LUMO energy (spin up / spin down) = -8.64 / -12.44 eV
HOMO energy (spin up / spin down) = -17.84 / -17.83 eV
HOMO-LUMO gap (spin up / spin down) = 0.33809 / 0.19799 Ha

Formula: C23H26N12PbS3
Source: the Open Molecules 2025 dataset
Level of theory: wB97M-V/def2-TZVPD

```
! RIJCOSX wB97M-V def2-TZVPD def2/J DEFGRID3
* xyz 2 1
Pb 0.359 0.032 0.595
C 0.174 0.997 -2.853
N 0.283 1.666 -1.554
C -0.674 2.760 -1.387
C -1.951 2.250 -0.794
N -2.040 1.153 -0.080
C -3.365 1.099 0.356
C -4.019 0.142 1.131
C -5.355 0.351 1.406
C -6.036 1.478 0.919
C -5.406 2.428 0.141
C -4.058 2.212 -0.125
N -3.123 2.923 -0.866
C 0.371 -0.483 -2.746
N 0.374 -1.173 -1.632
C 0.542 -2.509 -2.009
C 0.616 -3.665 -1.233
C 0.801 -4.860 -1.899
C 0.906 -4.915 -3.297
C 0.832 -3.778 -4.076
C 0.650 -2.578 -3.399
N 0.535 -1.265 -3.835
H 0.892 1.400 -3.574
H -0.820 1.179 -3.269
H 1.222 2.027 -1.431
H -0.881 3.280 -2.329
H -0.244 3.499 -0.709
H -3.501 -0.741 1.486
H -5.898 -0.371 2.000
H -7.085 1.598 1.153
H -5.938 3.288 -0.240
H -3.284 3.780 -1.370
H 0.538 -3.622 -0.155
H 0.861 -5.781 -1.335
H 1.045 -5.875 -3.776
H 0.909 -3.824 -5.154
H 0.559 -0.949 -4.790
N -0.232 -1.285 3.547
N 0.275 -2.576 3.736
C 1.359 -3.027 3.065
N 1.778 -4.242 3.428
S 2.192 -2.175 1.873
H 0.106 -0.675 4.286
H -1.242 -1.337 3.613
H -0.004 -3.062 4.576
H 1.341 -4.779 4.160
H 2.612 -4.605 3.000
N 3.527 -1.235 -1.118
C 3.727 -0.067 -0.465
N 2.767 0.669 0.060
C 3.289 1.832 0.620
C 4.628 1.969 0.504
S 5.302 0.619 -0.323
C 2.379 2.775 1.271
C 2.715 3.943 1.863
S 1.316 4.708 2.516
C 0.352 3.400 1.942
N 1.026 2.467 1.308
N -0.997 3.385 2.086
H 2.661 -1.729 -0.958
H 4.324 -1.828 -1.286
H 5.254 2.771 0.856
H 3.687 4.394 1.970
H -1.436 3.994 2.755
H -1.496 2.542 1.844
*
```

Values from the calculation:
LUMO energy = -4.36 eV
HOMO energy = -12.86 eV
HOMO-LUMO gap = 0.31225 Ha
ΔE to the lowest compared entry with this formula, charge and spin = 2.3 kJ/mol

Formula: C23H26N2O3
Source: the Open Molecules 2025 dataset
Level of theory: wB97M-V/def2-TZVPD

```
! RIJCOSX wB97M-V def2-TZVPD def2/J DEFGRID3
* xyz 0 1
C -7.844 -0.417 -0.435
H -8.731 -0.757 0.097
O -6.804 -0.430 0.512
C -5.564 -0.025 0.129
C -4.590 -0.018 1.131
C -3.299 0.367 0.851
C -2.945 0.762 -0.438
C -3.923 0.776 -1.426
C -5.218 0.374 -1.159
H -5.947 0.385 -1.955
H -3.650 1.106 -2.417
C -1.582 1.262 -0.760
O -1.415 2.106 -1.625
C -0.474 0.738 0.037
C -0.236 -0.551 0.469
N 0.933 -0.592 1.182
C 1.481 0.669 1.211
C 2.629 1.147 1.831
C 2.923 2.488 1.692
C 2.098 3.343 0.960
C 0.947 2.883 0.359
C 0.634 1.533 0.484
H 0.302 3.535 -0.209
H 2.371 4.384 0.870
H 3.814 2.884 2.158
H 3.278 0.499 2.400
C 1.642 -1.775 1.580
H 2.297 -1.509 2.412
H 0.940 -2.540 1.918
C 2.495 -2.317 0.407
N 3.186 -1.215 -0.233
C 2.850 -1.010 -1.628
H 1.765 -0.980 -1.738
C 3.430 0.330 -2.080
O 4.827 0.366 -1.898
C 5.150 0.158 -0.544
C 4.621 -1.189 -0.046
H 4.847 -1.297 1.016
H 5.121 -2.003 -0.602
H 6.239 0.194 -0.477
H 4.711 0.960 0.069
H 3.252 0.487 -3.144
H 2.954 1.136 -1.503
H 3.257 -1.816 -2.267
H 3.194 -3.067 0.792
H 1.840 -2.815 -0.314
C -1.023 -1.788 0.214
H -1.880 -1.562 -0.414
H -1.386 -2.216 1.149
H -0.416 -2.541 -0.288
H -2.562 0.385 1.640
H -4.883 -0.315 2.126
H -7.639 -1.099 -1.267
H -8.020 0.591 -0.825
*
```

Values from the calculation:
LUMO energy = 0.63 eV
HOMO energy = -7.91 eV
HOMO-LUMO gap = 0.31358 Ha
Structure (SMILES) = COc1ccc(C(=O)c2c(C)n(CCN3CCOCC3)c3ccccc23)cc1
ΔE to the lowest compared entry with this formula, charge and spin = 287.5 kJ/mol

Formula: C23H26N2O4S
Source: the Open Molecules 2025 dataset
Level of theory: wB97M-V/def2-TZVPD

```
! RIJCOSX wB97M-V def2-TZVPD def2/J DEFGRID3
* xyz 0 1
C -4.974 -2.241 -2.040
C -4.639 -0.774 -1.822
H -3.872 -0.435 -2.520
H -5.538 -0.157 -1.922
O -4.069 -0.536 -0.527
C -4.891 -0.573 0.516
O -6.079 -0.735 0.464
C -4.140 -0.334 1.814
H -4.811 -0.504 2.654
H -3.756 0.685 1.841
S -2.748 -1.507 2.016
C -1.540 -0.745 0.963
C -1.062 -1.330 -0.153
C -1.580 -2.541 -0.625
N -2.004 -3.517 -1.058
C 0.064 -0.696 -0.940
C 0.132 0.787 -0.632
C -0.359 1.288 0.522
N -1.094 0.491 1.367
H -1.425 0.862 2.246
C -0.174 2.711 0.941
H -0.093 2.764 2.030
C 1.072 3.324 0.287
C 1.115 4.825 0.582
H 1.171 5.003 1.653
H 0.228 5.323 0.196
H 1.988 5.276 0.116
C 0.968 3.094 -1.222
C 0.808 1.635 -1.606
O 1.191 1.217 -2.681
H 1.844 3.487 -1.739
H 0.093 3.623 -1.615
C 2.339 2.664 0.836
H 2.340 1.594 0.642
H 2.417 2.823 1.909
H 3.218 3.094 0.363
H -1.057 3.290 0.647
C 1.398 -1.324 -0.592
C 1.761 -1.544 0.728
C 2.995 -2.081 1.053
C 3.897 -2.404 0.047
C 3.539 -2.175 -1.283
C 2.306 -1.645 -1.595
H 2.047 -1.461 -2.626
H 4.249 -2.425 -2.055
O 5.134 -2.936 0.247
C 5.545 -3.209 1.564
H 5.593 -2.298 2.168
H 4.882 -3.933 2.049
H 6.543 -3.637 1.479
H 3.235 -2.243 2.093
H 1.074 -1.303 1.527
H -0.108 -0.828 -2.014
H -5.315 -2.380 -3.062
H -4.096 -2.860 -1.870
H -5.764 -2.550 -1.360
*
```

Values from the calculation:
LUMO energy = -0.05 eV
HOMO energy = -8.35 eV
HOMO-LUMO gap = 0.30496 Ha
Structure (SMILES) = CCOC(=O)CSC1=C(C#N)[C@H](c2ccc(OC)cc2)C2=C(CC(C)(C)CC2=O)N1
ΔE to the lowest compared entry with this formula, charge and spin = 0.0 kJ/mol

Formula: C23H26N2O7S
Source: the Open Molecules 2025 dataset
Level of theory: wB97M-V/def2-TZVPD

```
! RIJCOSX wB97M-V def2-TZVPD def2/J DEFGRID3
* xyz 0 1
C 4.552 2.846 0.188
C 4.438 1.387 -0.230
H 5.379 0.856 -0.069
H 4.147 1.320 -1.284
O 3.480 0.686 0.560
C 2.191 0.844 0.218
O 1.820 1.528 -0.722
C 1.286 0.114 1.067
C -0.032 0.172 0.760
N -1.054 -0.444 1.422
C -2.326 -0.247 0.919
O -3.314 -0.743 1.415
C -2.274 0.649 -0.241
C -3.415 0.984 -0.881
C -3.626 1.829 -2.024
C -4.937 1.997 -2.483
C -5.221 2.799 -3.573
C -4.183 3.479 -4.222
C -2.873 3.295 -3.787
C -2.595 2.483 -2.711
H -1.572 2.362 -2.395
H -2.087 3.814 -4.312
O -4.409 4.326 -5.271
C -5.767 4.677 -5.431
C -6.651 3.440 -5.287
H -6.352 2.693 -6.036
O -6.524 2.899 -3.991
H -7.705 3.688 -5.418
H -6.052 5.416 -4.669
H -5.858 5.119 -6.424
H -5.759 1.496 -1.995
H -4.309 0.539 -0.456
S -0.610 1.124 -0.579
C -0.818 -1.381 2.488
H -1.805 -1.746 2.796
C 0.020 -2.558 1.969
O -0.007 -2.906 0.811
N 0.743 -3.179 2.925
H 0.850 -2.753 3.833
C 1.748 -4.162 2.593
H 1.529 -4.534 1.592
H 1.699 -4.980 3.317
C 3.144 -3.519 2.625
C 4.269 -4.523 2.332
H 4.642 -4.427 1.316
C 5.321 -4.182 3.388
H 5.937 -5.032 3.668
H 5.962 -3.372 3.038
C 4.442 -3.690 4.535
H 4.950 -3.010 5.221
H 4.038 -4.539 5.105
O 3.391 -2.971 3.919
H 3.904 -5.541 2.476
H 3.156 -2.681 1.915
H -0.329 -0.886 3.332
H 1.688 -0.459 1.883
H 3.610 3.357 0.004
H 5.335 3.331 -0.389
H 4.793 2.917 1.246
*
```

Values from the calculation:
LUMO energy = -0.13 eV
HOMO energy = -7.68 eV
HOMO-LUMO gap = 0.27731 Ha
Structure (SMILES) = CCOC(=O)/C=c1\s/c(=C\c2ccc3c(c2)OCCO3)c(=O)n1CC(=O)NC[C@@H]1CCCO1
ΔE to the lowest compared entry with this formula, charge and spin = 49.2 kJ/mol

Formula: C23H26N7OSSe3TaTe
Source: the Open Molecules 2025 dataset
Level of theory: wB97M-V/def2-TZVPD

```
! RIJCOSX wB97M-V def2-TZVPD def2/J DEFGRID3
* xyz 2 1
Ta 1.249 1.557 0.155
C 1.980 0.158 4.539
C 0.780 0.394 5.208
C -0.286 0.881 4.487
C -0.171 1.097 3.101
N 1.009 0.881 2.464
C 2.044 0.433 3.189
N -1.301 1.504 2.488
C -1.593 1.707 1.258
N -0.773 1.639 0.132
C -1.591 1.781 -0.982
N -1.306 1.609 -2.218
C -0.167 1.219 -2.835
C -0.311 0.947 -4.208
C 0.782 0.571 -4.955
C 2.016 0.476 -4.318
C 2.088 0.765 -2.972
N 1.037 1.120 -2.224
C -2.950 2.094 -0.557
C -4.102 2.397 -1.263
C -5.260 2.624 -0.527
C -5.267 2.535 0.861
C -4.110 2.238 1.572
C -2.953 2.025 0.844
H 2.846 -0.224 5.056
H 0.686 0.198 6.265
H -1.235 1.100 4.950
H 2.980 0.266 2.663
H -1.293 1.064 -4.637
H 0.693 0.377 -6.012
H 2.909 0.211 -4.863
H 3.049 0.719 -2.473
H -4.085 2.470 -2.339
H -6.179 2.873 -1.037
H -6.189 2.706 1.395
H -4.099 2.180 2.646
Se 3.717 0.944 0.061
Se 4.762 2.960 0.738
Te 3.263 3.784 2.566
Se 1.121 3.855 1.247
O 0.736 3.768 -1.691
H -0.152 4.034 -1.961
H 1.326 4.421 -2.087
C 2.777 -2.454 0.904
N 1.812 -3.201 0.137
C 2.346 -4.418 -0.446
C 0.599 -2.719 -0.137
S 0.195 -1.050 0.064
N -0.387 -3.519 -0.558
C -0.571 -4.875 -0.072
C -1.561 -2.973 -1.202
H 3.307 -3.138 1.568
H 2.267 -1.703 1.505
H 3.513 -1.964 0.252
H 3.337 -4.200 -0.846
H 1.719 -4.767 -1.260
H 2.450 -5.211 0.298
H 0.143 -5.103 0.712
H -0.486 -5.604 -0.878
H -1.573 -4.947 0.356
H -1.290 -2.116 -1.817
H -2.306 -2.649 -0.472
H -1.993 -3.748 -1.833
*
```

Values from the calculation:
LUMO energy = -7.54 eV
HOMO energy = -13.27 eV
HOMO-LUMO gap = 0.21046 Ha
ΔE to the lowest compared entry with this formula, charge and spin = 124.6 kJ/mol

Formula: C23H27
Source: the Open Molecules 2025 dataset
Level of theory: wB97M-V/def2-TZVPD

```
! RIJCOSX wB97M-V def2-TZVPD def2/J DEFGRID3
* xyz 1 1
C -2.250 0.668 2.767
C -1.083 -0.257 2.749
C -1.313 -1.727 2.798
C 0.157 0.245 2.689
C 1.375 -0.550 2.688
C 2.497 -0.147 2.106
H -3.195 0.123 2.770
H -2.226 1.298 3.658
H -2.244 1.319 1.891
H -2.378 -1.966 2.789
H -0.857 -2.219 1.936
H -0.883 -2.157 3.705
H 0.270 1.315 2.630
H 1.353 -1.501 3.196
H 3.389 -0.743 2.121
H 2.540 0.791 1.590
C 3.870 -2.712 8.614
C 3.900 -1.593 7.633
C 2.726 -0.984 7.198
C 2.751 0.043 6.280
C 3.969 0.513 5.759
C 4.010 1.580 4.809
C 5.185 2.121 4.328
C 5.294 3.132 3.394
C 6.542 3.627 2.896
C 6.594 4.697 1.985
C 7.797 5.153 1.496
C 8.998 4.570 1.883
C 10.297 5.056 1.338
C 8.960 3.515 2.788
C 7.767 3.055 3.283
C 5.145 -0.111 6.211
C 5.108 -1.136 7.122
H 4.875 -3.074 8.832
H 3.422 -2.396 9.556
H 3.294 -3.553 8.229
H 1.787 -1.331 7.594
H 1.832 0.501 5.956
H 3.080 1.982 4.448
H 6.096 1.735 4.736
H 4.386 3.567 3.017
H 5.676 5.163 1.671
H 7.824 5.973 0.798
H 11.137 4.487 1.742
H 10.327 4.958 0.251
H 10.459 6.106 1.586
H 9.879 3.048 3.101
H 7.770 2.231 3.972
H 6.099 0.206 5.832
H 6.029 -1.595 7.442
*
```

Values from the calculation:
LUMO energy = -5.40 eV
HOMO energy = -10.55 eV
HOMO-LUMO gap = 0.18910 Ha
ΔE to the lowest compared entry with this formula, charge and spin = 20.6 kJ/mol

Formula: C23H27AgBrN8O4
Source: the Open Molecules 2025 dataset
Level of theory: wB97M-V/def2-TZVPD

```
! RIJCOSX wB97M-V def2-TZVPD def2/J DEFGRID3
* xyz -1 1
Ag 0.725 -0.122 -0.865
Br -7.813 -2.720 5.420
C -6.824 -1.137 5.058
C -6.263 -0.431 6.105
C -5.553 0.730 5.835
C -5.378 1.164 4.527
C -5.968 0.448 3.485
C -6.690 -0.702 3.747
N -4.768 2.431 4.294
N -3.792 2.582 3.525
C -3.035 1.566 2.952
C -2.833 0.275 3.454
C -1.986 -0.632 2.859
C -1.265 -0.340 1.668
O -0.527 -1.171 1.092
C -1.419 1.036 1.165
N -0.704 1.364 0.067
C -0.793 2.569 -0.447
C -1.613 3.555 0.123
C -2.347 3.252 1.237
C -2.271 1.959 1.802
H -6.387 -0.776 7.123
H -5.121 1.309 6.642
H -5.843 0.793 2.467
H -7.144 -1.260 2.940
H -3.327 -0.025 4.367
H -1.850 -1.616 3.290
H -0.198 2.755 -1.335
H -1.657 4.539 -0.324
H -2.993 3.983 1.703
C 1.261 1.725 -5.879
C 1.932 0.651 -5.033
C 2.041 -0.655 -5.790
O 3.273 1.065 -4.708
C 1.205 0.515 -3.671
O 1.219 1.556 -2.972
O 0.736 -0.602 -3.345
H 1.833 1.885 -6.795
H 1.209 2.656 -5.316
H 0.243 1.428 -6.144
H 2.643 -0.509 -6.689
H 1.050 -1.009 -6.073
H 2.500 -1.422 -5.169
H 3.150 1.699 -3.986
C 5.439 -3.377 -1.249
N 4.822 -2.133 -1.687
C 4.562 -2.089 -3.116
C 3.844 -1.567 -0.872
N 2.744 -1.079 -1.290
N 4.205 -1.560 0.474
C 3.585 -0.661 1.392
N 2.335 -1.031 1.791
N 4.302 0.295 1.831
H 6.303 -3.576 -1.880
H 4.748 -4.227 -1.327
H 5.779 -3.320 -0.219
H 5.462 -2.413 -3.637
H 4.332 -1.072 -3.436
H 3.736 -2.750 -3.414
H 2.585 -1.245 -2.278
H 5.205 -1.454 0.578
H 1.781 -1.620 1.188
H 1.772 -0.303 2.204
H 3.804 0.823 2.543
*
```

Values from the calculation:
LUMO energy = 2.32 eV
HOMO energy = -4.50 eV
HOMO-LUMO gap = 0.25087 Ha
ΔE to the lowest compared entry with this formula, charge and spin = 0.0 kJ/mol

Calculated DFT total energy, -67575.78199; -79899.18346; -33395.45838; -46278.72522; -52421.31827; -252459.34659; -24281.22583; -118444.46806 eV (same order as the records).